293
Properties=species:S:1:pos:R:3:forces:R:3 method="wB97M-V/def2-TZVPD" energy_ev=-231809.2662 charge=+6 orbital_gap_ev=8.229 homo_ev=-16.771 fmax_ha_per_bohr=0.0717
C 5.646 -3.428 -2.106 -0.539 3.216 1.365
C 6.018 -3.418 -0.621 1.791 -1.028 -0.981
C 7.446 -2.802 -0.457 -0.849 -0.626 -1.296
O 7.589 -2.576 0.889 -1.069 0.334 0.586
C 8.744 -1.992 1.407 0.534 0.356 0.325
N 5.057 -2.665 0.225 1.317 -0.274 0.397
H 4.537 -2.125 -0.438 -1.251 0.489 -0.038
H 4.455 -3.322 0.824 0.276 1.066 -0.761
H 5.611 -1.972 0.793 -0.537 -0.537 0.158
H 5.644 -2.302 -2.284 -0.053 -1.265 -0.846
H 4.639 -3.767 -2.293 -0.244 -0.387 -0.111
H 6.389 -3.915 -2.695 0.411 -0.330 -0.446
H 6.097 -4.460 -0.363 -0.303 -0.331 1.065
H 7.459 -1.913 -1.135 0.381 -0.052 0.758
H 8.181 -3.538 -0.836 -0.173 0.307 0.028
H 8.585 -1.925 2.491 0.160 0.014 -0.330
H 8.964 -0.984 1.021 -0.268 -0.247 -0.059
H 9.573 -2.651 1.193 0.585 -0.069 0.073
C 1.397 -8.303 -2.073 1.333 -0.026 0.158
C 1.044 -6.868 -2.033 -0.516 -0.848 0.232
C -0.429 -6.682 -1.710 0.407 1.125 -0.952
O -0.710 -7.355 -0.527 0.456 0.294 -0.046
C -2.044 -7.774 -0.533 -0.679 0.338 1.691
N 1.830 -6.356 -0.863 -0.607 1.191 1.235
H 1.913 -5.354 -1.031 0.228 0.616 0.307
H 1.342 -6.478 0.081 0.522 0.002 -1.662
H 2.776 -6.724 -0.748 -0.197 -0.162 -0.297
H 0.782 -8.801 -2.785 -0.297 -0.798 -0.402
H 1.290 -8.665 -1.051 -0.102 -0.682 -0.297
H 2.460 -8.328 -2.374 -0.395 -0.621 0.028
H 1.325 -6.369 -2.961 0.005 0.314 0.497
H -1.049 -7.109 -2.511 0.367 0.202 -0.181
H -0.633 -5.591 -1.664 -0.244 -0.462 0.177
H -2.195 -8.059 0.515 -0.441 -0.441 -0.497
H -2.251 -8.563 -1.238 0.160 -0.539 -0.174
H -2.727 -6.950 -0.752 0.038 0.139 0.009
C 9.858 1.994 -5.190 -0.059 0.529 1.588
C 8.842 2.366 -4.104 1.152 2.580 -1.694
C 9.474 3.296 -3.068 -0.737 0.728 -0.419
O 8.492 3.787 -2.186 0.208 0.058 -0.193
C 8.222 2.995 -1.043 0.502 1.578 1.198
N 7.736 3.355 -4.805 0.739 -2.569 -0.079
H 8.148 3.915 -5.553 0.263 0.030 0.315
H 6.951 2.819 -5.245 -0.041 0.134 0.514
H 7.352 3.933 -4.074 -0.269 0.384 0.456
H 10.717 1.413 -4.844 -0.327 -0.010 0.387
H 10.255 2.939 -5.492 0.440 0.456 -0.950
H 9.390 1.438 -5.950 -0.483 -0.481 -1.282
H 8.391 1.507 -3.706 -1.306 -0.786 0.636
H 9.916 4.193 -3.552 -0.329 -0.531 -0.040
H 10.291 2.842 -2.552 0.536 -0.714 0.467
H 7.475 2.258 -1.201 -0.657 -0.856 -0.372
H 7.814 3.742 -0.320 0.281 -0.777 -0.270
H 9.141 2.559 -0.609 -0.332 0.146 -0.268
C 4.580 -0.481 6.582 -0.012 0.589 -0.414
C 3.293 -0.163 5.861 -0.555 -0.196 1.288
C 2.086 -0.202 6.813 -0.660 0.018 -2.638
O 1.027 0.487 6.113 0.250 0.143 0.498
C -0.188 0.472 6.832 -0.689 -1.365 0.834
N 3.250 1.118 5.136 -1.006 0.457 1.066
H 3.229 1.985 5.681 0.705 -0.372 0.488
H 4.016 1.112 4.477 0.968 0.630 -1.747
H 2.337 1.206 4.698 -0.056 -0.395 -0.657
H 4.832 0.309 7.286 0.539 0.133 -0.186
H 5.370 -0.794 5.873 -0.185 0.519 0.554
H 4.319 -1.311 7.198 0.095 -0.904 0.529
H 3.234 -0.929 5.106 -0.611 -0.014 -0.526
H 2.267 0.210 7.767 0.301 0.773 1.161
H 1.771 -1.216 6.905 -0.093 -0.979 0.432
H -0.854 1.286 6.556 0.203 -0.099 -0.404
H -0.024 0.542 7.905 0.322 0.444 0.250
H -0.705 -0.526 6.777 0.306 0.804 -0.555
C -2.140 7.891 5.258 0.300 -0.579 -0.520
C -1.063 8.978 5.011 -0.728 0.690 0.389
C -1.026 10.013 6.181 0.362 -1.615 -0.930
O -0.024 10.957 5.965 -0.844 0.467 1.117
C -0.345 12.072 6.890 0.760 -0.670 -1.099
N 0.299 8.379 4.751 0.516 1.735 -0.453
H 0.747 7.976 5.570 -0.178 -0.513 0.044
H 0.308 7.752 3.946 0.131 -0.679 0.193
H 0.949 9.138 4.462 -0.446 -0.224 0.331
H -3.062 8.300 4.830 -0.025 -0.203 0.507
H -2.263 7.600 6.327 0.079 0.513 -0.708
H -1.965 6.929 4.699 0.115 1.016 0.374
H -1.300 9.597 4.118 0.247 -0.760 0.292
H -0.816 9.478 7.107 -0.204 -0.167 0.365
H -2.035 10.442 6.238 0.091 0.037 -0.012
H -1.200 12.549 6.450 -0.422 0.577 -0.030
H 0.536 12.685 6.816 0.072 0.463 0.406
H -0.595 11.764 7.917 0.426 -0.213 -0.377
C 7.515 5.252 4.314 0.128 -0.632 0.507
C 6.864 6.418 3.594 0.827 -0.019 -0.898
C 7.852 7.514 3.101 0.533 0.419 -0.729
O 8.424 7.175 1.805 -1.330 -0.866 1.017
C 9.347 8.143 1.348 0.604 0.753 1.494
N 6.187 5.810 2.407 -0.459 0.983 0.303
H 6.768 5.706 1.595 0.927 -0.067 -0.288
H 5.840 4.933 2.748 -0.553 -0.782 -0.297
H 5.361 6.347 2.096 -0.145 -0.123 -0.075
H 8.320 4.776 3.763 0.126 0.127 -0.439
H 6.743 4.457 4.468 0.575 0.636 0.304
H 7.976 5.554 5.264 -0.474 -0.057 -0.153
H 6.068 6.766 4.249 0.051 0.530 -0.212
H 8.630 7.540 3.877 0.045 0.318 -0.250
H 7.462 8.544 2.924 -0.323 -0.765 0.764
H 9.467 8.052 0.271 0.040 -0.034 0.148
H 10.287 7.985 1.917 -0.112 0.078 -0.724
H 9.027 9.170 1.651 -0.029 -0.568 -0.588
C -3.797 6.477 -10.091 -1.295 1.199 1.732
C -2.926 7.587 -9.522 0.184 -0.947 0.414
C -2.171 7.130 -8.277 -0.981 0.135 1.010
O -1.494 5.959 -8.535 0.752 -1.604 0.061
C -1.640 4.965 -7.467 -0.680 1.345 -0.483
N -1.844 7.833 -10.560 -0.760 -0.759 -0.886
H -1.266 6.960 -10.557 -0.085 0.866 0.096
H -2.201 7.953 -11.537 0.131 -0.030 0.941
H -1.328 8.653 -10.311 0.915 0.545 0.033
H -4.353 6.947 -10.908 0.046 -0.827 -0.272
H -4.547 6.296 -9.259 0.691 -0.235 -1.154
H -3.211 5.579 -10.286 -0.312 0.102 -0.310
H -3.500 8.487 -9.249 0.409 -0.091 -0.680
H -2.884 6.896 -7.462 -0.083 0.755 -0.425
H -1.501 7.913 -7.921 0.179 0.209 0.111
H -1.240 4.040 -7.811 0.641 -0.468 -0.230
H -2.708 4.798 -7.285 0.094 0.106 0.032
H -1.175 5.345 -6.554 0.129 -0.241 -0.098
C -3.801 -0.094 3.731 0.612 -0.624 -1.123
C -4.462 -1.197 2.838 -0.193 -1.175 2.966
C -5.712 -1.664 3.618 0.789 0.465 -1.428
O -6.302 -2.800 3.014 -0.382 0.517 1.012
C -7.260 -3.267 3.974 -0.184 0.157 0.505
N -4.802 -0.736 1.537 0.023 0.523 -1.715
H -5.708 -1.100 1.210 0.482 0.041 -0.008
H -4.830 0.304 1.519 -0.664 0.289 -0.340
H -4.082 -0.992 0.828 -0.711 -0.013 0.043
H -4.488 0.755 3.695 -0.102 -0.038 0.681
H -2.883 0.326 3.270 -0.440 -0.515 0.357
H -3.583 -0.513 4.743 -0.320 0.629 -0.810
H -3.905 -2.114 2.668 0.668 -0.008 0.494
H -6.425 -0.859 3.693 -0.647 0.615 -0.295
H -5.425 -1.804 4.637 0.410 -0.766 0.824
H -7.893 -4.026 3.569 -0.114 -0.549 -0.655
H -7.955 -2.454 4.289 0.633 -0.327 -0.048
H -6.734 -3.704 4.848 -0.253 0.403 -0.283
C 3.090 -5.079 6.436 -0.229 -2.019 -0.254
C 3.975 -4.431 5.404 0.791 1.004 -0.448
C 5.081 -5.296 4.737 -0.286 1.319 0.009
O 5.886 -4.437 3.922 -1.233 0.132 0.870
C 6.704 -5.063 2.973 0.788 -0.379 -0.338
N 3.097 -3.897 4.262 1.709 1.439 0.601
H 2.765 -4.605 3.622 -0.659 -0.609 -0.063
H 2.337 -3.297 4.646 0.172 -0.676 -0.607
H 3.672 -3.335 3.587 -0.254 -0.224 0.840
H 2.312 -5.725 5.979 -0.058 0.821 -0.011
H 2.687 -4.350 7.121 -0.364 0.048 0.125
H 3.584 -5.877 7.010 0.475 0.684 0.083
H 4.413 -3.517 5.885 -0.045 -0.751 -0.706
H 4.527 -6.009 4.126 0.356 -0.584 -0.100
H 5.717 -5.745 5.496 -0.198 -0.402 0.067
H 6.129 -5.585 2.208 -0.285 0.115 -0.212
H 7.383 -5.828 3.384 -0.135 0.325 0.284
H 7.299 -4.258 2.528 -0.183 -0.379 -0.018
C 0.091 1.271 -5.960 1.813 0.365 0.797
C -0.156 1.359 -4.452 -0.316 -0.543 -0.995
C -1.640 1.134 -4.120 0.653 0.626 -0.373
O -2.485 1.988 -4.829 -0.382 0.406 -0.038
C -3.815 1.518 -4.590 -0.983 1.740 -1.305
N 0.576 0.246 -3.735 -0.861 1.537 1.059
H 0.470 -0.662 -4.126 -0.710 -1.547 -0.268
H 1.556 0.395 -3.782 1.958 0.568 -0.256
H 0.351 0.291 -2.726 -0.085 -0.598 -0.688
H -0.202 2.219 -6.397 -0.183 -0.040 -0.127
H -0.436 0.454 -6.420 -0.140 -0.363 -0.239
H 1.209 1.192 -6.086 -1.114 -0.098 -0.244
H 0.341 2.282 -4.127 -0.642 -0.133 0.401
H -1.805 1.280 -3.063 -0.105 -0.222 0.714
H -1.952 0.147 -4.432 0.504 -0.883 0.382
H -3.992 1.407 -3.533 0.009 -0.664 0.405
H -4.062 0.654 -5.230 0.261 0.003 0.650
H -4.518 2.336 -4.890 0.679 -0.550 0.017
C -7.887 3.275 3.589 0.894 -1.087 -1.865
C -7.917 4.049 2.276 1.489 -0.216 -0.340
C -8.448 3.108 1.190 -2.085 1.102 0.461
O -9.002 3.962 0.185 -0.029 -0.453 1.016
C -8.878 3.379 -1.067 -0.332 -0.391 -1.625
N -8.878 5.201 2.302 -1.048 -0.780 -2.086
H -8.532 6.013 2.751 0.286 0.883 1.012
H -9.075 5.461 1.275 0.218 -0.635 1.371
H -9.769 4.858 2.694 0.278 0.596 0.043
H -8.720 2.570 3.590 -0.121 0.326 0.560
H -7.769 3.850 4.457 -0.151 0.848 1.261
H -6.982 2.651 3.499 -0.244 0.094 0.156
H -6.888 4.464 1.973 -1.551 -0.554 0.445
H -9.312 2.508 1.612 0.999 0.296 -0.385
H -7.692 2.484 0.773 0.734 -0.493 -0.013
H -9.167 4.145 -1.785 -0.141 -0.281 -0.156
H -9.435 2.422 -1.250 0.007 0.917 0.521
H -7.843 3.150 -1.203 0.865 -0.194 -0.477
C -11.139 -10.196 -11.202 -1.479 1.093 -0.707
C -11.914 -10.068 -9.900 1.078 1.113 -0.243
C -10.991 -9.681 -8.739 -0.472 1.371 -0.510
O -10.336 -8.442 -9.045 0.061 0.120 1.051
C -9.516 -8.058 -7.892 0.364 -1.257 -0.215
N -13.002 -8.965 -10.013 1.130 -1.012 0.714
H -13.631 -9.174 -10.744 -1.030 -0.622 -1.356
H -13.574 -8.967 -9.156 0.532 0.747 -0.197
H -12.550 -8.105 -10.302 0.068 0.653 0.743
H -10.462 -9.374 -11.346 0.148 0.608 -0.015
H -11.831 -10.237 -12.065 0.355 -0.075 0.323
H -10.528 -11.054 -11.243 0.448 -1.264 0.279
H -12.469 -10.950 -9.721 -0.460 -1.004 0.521
H -10.252 -10.433 -8.571 0.371 -0.869 0.109
H -11.558 -9.498 -7.833 -0.296 -0.396 0.427
H -9.196 -7.018 -7.941 -0.376 -0.133 -0.281
H -8.618 -8.709 -7.869 -0.252 0.393 -0.258
H -10.006 -8.292 -6.930 -0.274 0.453 -0.459
C -0.781 -1.303 1.929 0.934 -0.043 0.468
C 0.275 -0.989 0.837 -0.745 -0.363 0.037
C 1.584 -0.523 1.459 -0.676 0.318 1.068
O 2.641 -0.231 0.565 -0.173 -0.129 0.029
C 2.558 0.914 -0.296 -0.518 0.814 0.228
N 0.665 -2.238 0.118 -1.460 -0.146 -0.552
H -0.219 -2.604 -0.346 0.896 -0.212 0.477
H 1.354 -2.040 -0.621 0.144 -0.096 -0.371
H 1.135 -2.896 0.775 -0.442 -0.036 -0.452
H -1.617 -1.918 1.583 0.136 0.242 -0.249
H -1.153 -0.356 2.356 0.155 -0.427 -0.272
H -0.292 -1.884 2.738 -0.230 0.445 -0.396
H -0.258 -0.307 0.131 0.953 -0.325 0.199
H 1.918 -1.390 2.103 0.035 0.882 -0.687
H 1.242 0.256 2.192 1.001 0.149 -0.658
H 1.702 1.549 -0.042 0.144 -0.041 0.326
H 2.411 0.693 -1.353 0.191 -0.799 -0.080
H 3.469 1.532 -0.246 -0.267 -0.517 0.284
C -4.544 -6.433 1.757 -0.683 -0.811 1.389
C -4.125 -5.200 2.534 0.526 0.232 2.144
C -3.595 -5.733 3.925 -1.294 0.090 1.192
O -3.428 -4.760 5.045 -0.199 0.827 -1.828
C -3.428 -5.252 6.365 0.044 -1.836 -0.176
N -3.146 -4.357 1.887 0.527 0.262 1.928
H -2.086 -3.804 5.126 -1.619 -1.478 -1.235
H -2.165 -4.570 1.925 0.032 -0.553 0.044
H -3.414 -4.081 1.001 -0.442 0.566 -2.113
H -3.724 -7.137 1.650 0.188 0.054 -0.121
H -4.927 -6.165 0.802 -0.257 0.165 -0.851
H -5.343 -6.996 2.311 0.526 0.567 -0.523
H -4.982 -4.526 2.748 0.265 -0.717 -0.130
H -2.639 -6.230 3.855 0.302 -0.354 -0.426
H -4.359 -6.447 4.330 0.703 0.391 -0.560
H -3.806 -4.530 7.038 -0.430 1.059 0.488
H -2.425 -5.515 6.676 0.396 -0.124 0.113
H -4.039 -6.157 6.503 0.023 0.215 -0.342
C 3.476 3.715 -4.011 0.342 -0.240 -0.343
F 2.761 3.821 -2.896 -0.471 -0.035 0.166
F 2.715 4.095 -5.065 -0.036 -0.973 0.556
F 4.457 4.585 -3.975 1.062 1.201 0.436
S 4.307 2.046 -4.129 1.877 0.687 0.210
O 5.109 2.252 -5.341 0.247 -0.092 0.804
O 5.105 1.842 -2.880 -1.792 0.541 -2.251
O 3.182 1.192 -4.377 -1.052 -1.103 0.572
C 2.035 4.256 1.951 -0.513 -1.059 -0.446
F 1.760 3.407 3.018 0.255 0.477 -1.510
F 2.634 3.560 0.934 -0.262 0.772 1.694
F 0.863 4.678 1.449 0.640 -0.257 0.433
S 2.988 5.659 2.690 -1.835 1.131 -0.871
O 3.871 5.054 3.655 0.404 -0.086 0.176
O 3.679 6.315 1.548 -1.180 -0.573 1.702
O 1.810 6.340 3.289 1.868 -0.088 -0.692
C -4.053 -3.973 -1.990 -0.658 1.127 -1.886
F -4.824 -4.304 -0.975 -0.607 0.270 0.668
F -3.304 -5.005 -2.252 1.710 -0.949 0.128
F -4.810 -3.846 -3.124 0.113 0.669 1.159
S -3.085 -2.365 -1.619 -0.721 0.457 -0.439
O -2.037 -2.851 -0.718 0.063 -0.038 0.086
O -2.598 -1.850 -2.889 -0.398 -0.488 0.943
O -4.092 -1.527 -0.935 1.023 -0.919 -0.695
Cl 2.845 -4.333 1.360 -0.337 -0.305 -0.095
N -0.265 -3.332 4.795 0.668 0.257 -1.914
O -1.396 -3.253 5.520 3.062 1.722 1.113
O 0.754 -2.738 5.136 -1.557 0.361 1.834
O -0.278 -3.895 3.725 -1.031 -0.895 0.360
N 5.155 0.157 2.624 0.735 2.307 -0.100
O 4.927 1.370 3.101 1.131 -1.835 -1.524
O 4.552 -0.741 3.188 -0.607 -1.519 0.242
O 5.955 -0.068 1.684 -1.269 0.706 1.184
N 1.490 -3.099 -3.009 -0.037 1.145 0.107
O 1.403 -4.173 -2.395 0.031 -0.188 0.034
O 2.100 -2.123 -2.400 -0.913 -0.609 -0.985
O 0.972 -2.967 -4.129 0.785 0.449 1.267
N -4.281 2.333 0.877 -0.315 2.349 -1.507
O -4.270 3.502 0.376 0.043 -2.205 1.177
O -3.240 1.680 1.039 -0.404 0.078 0.170
O -5.417 1.810 1.166 0.675 0.258 0.285